[1]
Computed, not measured: a structure of composition C15H22N2OPY in a non-equilibrium geometry, with wB97M-V/def2-TZVPD.

Last column: Löwdin charge in e.
Cartesian coordinates (Å):
1 C -0.268 0.202 -4.388  -0.24
2 C -1.223 1.243 -4.508  -0.21
3 C -0.525 2.477 -4.669  -0.18
4 C 0.884 2.206 -4.655  -0.21
5 C 1.062 0.809 -4.493  -0.21
6 Y 1.270 -0.669 -0.545  1.32
7 P 0.412 -3.109 -1.807  0.65
8 H -0.482 -0.860 -4.279  0.04
9 H -2.305 1.116 -4.469  0.07
10 H -0.987 3.454 -4.784  0.06
11 H 2.008 0.260 -4.456  0.03
12 H 1.681 2.939 -4.733  0.06
13 H 1.278 -3.747 -2.742  -0.12
14 H -0.727 -3.030 -2.672  -0.10
15 H 0.029 -4.301 -1.125  -0.13
16 C 2.538 0.413 3.924  -0.09
17 C 1.159 1.025 3.861  -0.20
18 N 0.227 0.479 2.801  -0.09
19 C -0.066 -0.979 2.970  -0.24
20 C -0.601 -1.311 4.347  -0.08
21 C 0.465 0.829 1.488  -0.42
22 O 1.681 0.794 1.009  -0.20
23 C -0.623 0.926 0.495  -0.20
24 C -1.923 0.407 0.737  -0.04
25 C -2.632 -0.020 -0.381  -0.08
26 C -1.933 -0.333 -1.550  -0.14
27 N -0.630 0.009 -1.660  -0.13
28 C -0.243 1.061 -0.860  -0.28
29 H 2.490 -0.651 4.181  0.07
30 H 3.102 0.907 4.729  0.08
31 H 3.058 0.547 2.967  0.07
32 H 0.615 0.817 4.791  0.10
33 H 1.228 2.108 3.671  0.13
34 H -0.784 -1.271 2.190  0.10
35 H 0.858 -1.574 2.799  0.11
36 H -1.490 -0.716 4.584  0.09
37 H -0.877 -2.368 4.333  0.08
38 H 0.155 -1.172 5.123  0.07
39 H -2.309 0.391 1.757  0.12
40 H -3.720 -0.174 -0.347  0.11
41 H -2.378 -0.876 -2.385  0.11
42 H 0.521 1.746 -1.245  0.13

Cartesian forces, eV/Å:
0.77 1.29 -0.63
0.91 -0.27 0.00
0.84 -0.73 0.22
-1.04 -0.22 0.27
-1.20 -0.53 0.58
-0.36 1.63 -0.68
-0.55 -0.88 -0.65
0.05 0.13 -0.06
0.24 0.08 -0.05
0.11 -0.16 -0.01
-0.24 0.20 -0.23
-0.15 -0.07 -0.07
-0.18 0.17 0.25
0.50 0.04 0.39
0.13 0.35 -0.13
0.40 -0.05 0.07
-1.05 -0.19 -0.93
-0.02 -0.33 1.44
0.37 0.63 -0.26
-0.11 -0.30 -0.10
-1.42 -1.00 -1.89
0.82 0.50 0.32
1.20 -0.73 2.62
-0.53 0.65 -0.64
-1.32 0.52 1.00
1.87 0.10 -0.14
-2.48 -0.16 -0.94
2.14 -0.42 -0.41
0.07 0.09 -0.12
-0.06 -0.13 -0.28
-0.04 -0.09 0.39
0.26 0.56 -0.11
-0.14 -0.37 0.26
0.15 0.15 0.32
-0.15 0.13 -0.01
0.17 -0.06 -0.02
-0.06 0.07 0.19
-0.16 -0.03 -0.05
-0.14 0.03 -0.33
0.61 -0.28 0.16
0.17 -0.27 0.36
-0.41 -0.03 -0.08

Frontier orbital gap (alpha / beta) (Ha): 0.1383 / 0.1437
Largest force on an atom (eV/Å): 2.97
Total charge: 0
Electronic energy (Eh): -1148.9382
Energy above the lowest of the compared OMol25 structures with the same formula, charge and spin (eV): 2.831

[2]
Computed, not measured: a cluster of 2 separate species, C15H22N4O5 in total in a non-equilibrium geometry, with wB97M-V/def2-TZVPD.

Last column: Löwdin charge in e.
Cartesian coordinates (Å):
1 C -4.039 -1.299 -3.536  -0.05
2 N -3.516 -1.188 -2.176  0.02
3 C -3.773 -2.055 -1.190  -0.45
4 O -4.465 -3.052 -1.372  0.05
5 C -3.160 -1.735 0.194  -0.18
6 C -1.621 -1.886 0.249  -0.05
7 C -0.871 -0.655 -0.230  -0.55
8 N 0.383 -0.532 0.128  0.20
9 O -1.392 0.209 -0.911  0.04
10 N -3.776 -2.417 1.347  0.11
11 C -3.907 -3.712 1.652  -0.54
12 C -3.345 -4.823 0.784  0.01
13 O -4.462 -4.011 2.699  0.03
14 H -3.946 -0.341 -4.051  0.08
15 H -3.485 -2.062 -4.085  0.08
16 H -5.093 -1.587 -3.504  0.09
17 H -2.902 -0.408 -1.962  0.10
18 H -3.375 -0.677 0.352  0.15
19 H -1.305 -2.727 -0.365  0.13
20 H -1.316 -2.076 1.278  0.13
21 H 0.822 -1.228 0.698  0.11
22 H 0.845 0.317 -0.157  0.10
23 H -4.223 -1.819 2.023  0.15
24 H -2.423 -4.522 0.303  0.06
25 H -4.084 -5.090 0.031  0.08
26 H -3.154 -5.691 1.411  0.08
27 C 3.328 0.891 -1.152  -0.05
28 C 3.350 1.685 0.138  -0.19
29 C 3.128 0.964 1.322  -0.09
30 C 3.135 1.590 2.564  -0.07
31 C 3.381 2.954 2.635  -0.04
32 C 3.619 3.693 1.481  -0.26
33 N 3.865 5.038 1.673  0.11
34 C 3.604 3.090 0.200  -0.03
35 C 3.849 3.913 -1.020  -0.44
36 O 3.358 3.572 -2.082  0.10
37 O 4.613 5.031 -0.925  0.09
38 H 4.225 1.101 -1.744  0.09
39 H 2.445 1.153 -1.743  0.08
40 H 3.303 -0.185 -0.960  0.08
41 H 2.961 -0.107 1.288  0.09
42 H 2.959 1.020 3.472  0.11
43 H 3.383 3.444 3.603  0.11
44 H 4.159 5.329 2.600  0.10
45 H 4.290 5.514 0.870  0.08
46 H 4.629 5.376 -1.831  0.14

Cartesian forces, eV/Å:
-0.03 -0.41 0.46
0.43 1.11 -0.12
-0.72 -1.26 -0.15
0.18 0.28 0.30
0.12 0.18 0.61
-0.01 0.13 -0.27
-1.62 -0.21 -0.42
1.44 -0.21 0.56
-0.67 0.56 -0.46
0.28 1.54 -1.52
-0.04 -1.83 0.68
-0.10 0.35 0.04
-0.23 0.02 0.16
0.08 -0.08 0.20
-0.11 0.01 -0.12
0.13 -0.01 -0.02
-0.03 -0.14 0.06
0.07 0.01 0.08
0.14 -0.14 -0.01
-0.11 -0.17 0.02
0.31 0.14 0.10
0.30 -0.13 0.17
-0.08 -0.01 -0.02
0.12 -0.03 -0.31
0.11 0.11 -0.09
-0.05 0.16 0.12
0.08 0.26 -0.01
-0.04 -0.11 0.22
0.08 0.39 -0.32
0.12 0.72 -0.13
-0.37 -1.23 0.35
0.43 0.57 0.23
0.28 0.42 -0.80
0.27 -0.08 0.89
-1.20 -1.61 -0.82
0.73 0.71 0.48
-0.15 -0.40 -0.10
-0.28 0.02 -0.09
0.26 0.04 -0.10
0.02 0.18 0.15
0.09 0.08 -0.20
0.03 0.08 -0.14
0.04 0.08 -0.12
-0.12 -0.16 -0.52
-0.24 -0.09 0.97
0.04 0.13 0.03

Frontier orbital gap (Ha): 0.3236
Largest force on an atom (eV/Å): 2.18
Total charge: 0
SMILES: CNC(=O)[C@H](CC(N)=O)NC(C)=O.Cc1cccc(N)c1C(=O)O
Electronic energy (Eh): -1180.0950
Energy above the lowest of the compared OMol25 structures with the same formula, charge and spin (eV): 0.507